No. 1
# C2H6AlO

C2H6AlO as an isolated structure (the ωB97M-V functional and the def2-TZVPD basis, the Open Molecules 2025 dataset).

Geometry as ORCA input:
```
! RIJCOSX wB97M-V def2-TZVPD def2/J DEFGRID3
* xyz 4 2
Al 3.3208 -1.3659 1.5019
C -1.2507 0.0174 -0.0663
C 0.2306 0.5755 0.0202
O 1.1644 -0.3895 -0.3078
H -1.8505 0.7022 -0.6658
H -1.7218 -0.1002 0.9096
H -1.2175 -0.9409 -0.5845
H 0.3279 1.0595 0.9920
H 0.2441 1.3204 -0.7755
H 0.7527 -0.8787 -1.0238
*
```

Summary:
E_HOMO (spin up / spin down): -33.9 / -33.4 eV
Gap between HOMO and LUMO (spin up / spin down): 9.207 / 7.008 eV
Total energy: -10745.9740 eV
LUMO energy (spin up / spin down): -24.730 / -26.346 eV

These are the Mulliken partial charges, in e, on atoms 1 to 6:
1. Al 2.04
2. C -0.41
3. C 0.11
4. O -0.18
5. H 0.40
6. H 0.39

---

No. 2
# C21H26FN3O4

One molecule with the formula C21H26FN3O4 (the ωB97M-V functional and the def2-TZVPD basis, the Open Molecules 2025 dataset).

Geometry as ORCA input:
```
! RIJCOSX wB97M-V def2-TZVPD def2/J DEFGRID3
* xyz 0 1
C -8.0462 -1.0913 1.0826
H -8.5608 -0.2089 0.7113
H -8.3377 -1.9467 0.4760
H -8.3590 -1.2718 2.1072
C -6.5353 -0.8901 1.0266
N -6.1279 -0.6012 -0.3381
C -5.2812 0.4004 -0.6342
O -4.9528 1.2745 0.1399
C -4.7864 0.3898 -2.0876
O -3.6421 1.2048 -2.2416
C -2.6679 1.1096 -1.2998
C -1.8088 2.1544 -1.2033
O -0.7636 2.2103 -0.3648
C -0.5584 1.1847 0.4656
C -1.3499 0.0895 0.4651
C -2.4653 -0.0695 -0.4429
O -3.1454 -1.0912 -0.4910
H -1.1551 -0.7252 1.1443
C 0.6439 1.3702 1.3497
N 1.8686 1.1933 0.5845
C 2.0777 -0.1868 0.1899
C 3.2942 -0.2914 -0.7293
N 4.4546 0.2079 -0.0287
C 5.7189 -0.2297 -0.3875
C 6.8164 -0.0581 0.4686
C 8.0786 -0.5237 0.1728
C 8.2961 -1.2140 -1.0077
C 7.2344 -1.4184 -1.8698
C 5.9753 -0.9331 -1.5699
H 5.1761 -1.0894 -2.2766
H 7.3860 -1.9531 -2.7955
H 9.2796 -1.5878 -1.2437
H 8.8739 -0.3538 0.8816
F 6.6528 0.5760 1.6608
C 4.2534 1.5824 0.3841
C 3.0375 1.6700 1.3002
H 2.8774 2.7117 1.5859
H 3.2267 1.0774 2.2117
H 5.1290 1.9585 0.9071
H 4.0715 2.2153 -0.4994
H 3.4470 -1.3410 -0.9844
H 3.0964 0.2833 -1.6476
H 1.1933 -0.5418 -0.3430
H 2.2392 -0.8327 1.0718
H 0.5799 0.6753 2.2037
H 0.6360 2.3961 1.7265
H -1.9067 3.0353 -1.8187
H -4.5835 -0.6363 -2.4123
H -5.5430 0.8402 -2.7376
H -6.2295 -1.3582 -0.9962
C -5.7796 -2.1140 1.5392
H -4.7149 -1.9850 1.3605
H -6.1116 -3.0106 1.0187
H -5.9486 -2.2467 2.6041
H -6.2529 -0.0091 1.6112
*
```

Summary:
E_HOMO: -8.1 eV
Gap between HOMO and LUMO: 8.811 eV
Total energy: -37575.9675 eV
ΔE to the lowest compared entry with this formula, charge and spin: 0.060 eV
SMILES: CC(C)NC(=O)COc1coc(CN2CCN(c3ccccc3F)CC2)cc1=O
LUMO energy: 0.760 eV

These are the Mulliken partial charges, in e, on atoms 1 to 6:
1. C -1.47
2. H 0.37
3. H 0.33
4. H 0.41
5. C 0.35
6. N -0.15

---

No. 3
# C4H3N3O

One molecule with the formula C4H3N3O (the ωB97M-V functional and the def2-TZVPD basis, the Open Molecules 2025 dataset).

Geometry as ORCA input:
```
! RIJCOSX wB97M-V def2-TZVPD def2/J DEFGRID3
* xyz 0 1
C 0.2955 -0.3515 0.6664
C -0.0034 0.0652 -0.7246
O -0.1705 0.4268 1.7332
N 0.3516 -0.4109 -1.8458
C -0.3712 -1.7903 0.7584
C -0.4677 1.5744 -0.7304
N -0.8607 -2.8332 0.9053
N -0.8689 2.6515 -0.8941
H 0.5509 1.0056 2.0318
H 1.3702 -0.5247 0.7614
H 0.1742 0.1872 -2.6614
*
```

Summary:
E_HOMO: -11.6 eV
Gap between HOMO and LUMO: 10.967 eV
Total energy: -10711.6637 eV
ΔE to the lowest compared entry with this formula, charge and spin: 1.987 eV
SMILES: [H]/N=C(\C#N)[C@@H](O)C#N
LUMO energy: -0.632 eV

These are the Mulliken partial charges, in e, on atoms 1 to 6:
1. C 0.34
2. C 0.35
3. O -0.50
4. N -0.58
5. C 0.01
6. C 0.16

---

No. 4
# C3H6N2O2

One molecule with the formula C3H6N2O2 (the ωB97M-V functional and the def2-TZVPD basis, the Open Molecules 2025 dataset).

Geometry as ORCA input:
```
! RIJCOSX wB97M-V def2-TZVPD def2/J DEFGRID3
* xyz 0 1
C -0.4107 -0.7079 -1.2455
C 1.2971 1.8821 -0.3178
C -0.4384 -0.6297 1.1888
H -1.5452 -1.0377 -1.3277
H -0.0461 0.1188 -1.9709
H 0.2017 -1.6363 -1.3367
H 2.3140 2.1016 -0.0809
H 0.0810 -0.0700 1.9602
H -1.3585 -1.7353 2.4648
N -0.2456 0.0103 0.0103
N -1.3247 -1.5623 1.4043
O 0.9821 0.6154 0.0775
O 0.4933 2.6511 -0.8263
*
```

Summary:
E_HOMO: -9.5 eV
Gap between HOMO and LUMO: 10.223 eV
Total energy: -10280.6200 eV
ΔE to the lowest compared entry with this formula, charge and spin: 4.177 eV
SMILES: [H]/N=C/N(C)OC=O
LUMO energy: 0.756 eV

These are the Mulliken partial charges, in e, on atoms 1 to 6:
1. C -0.72
2. C 0.16
3. C 0.07
4. H 0.29
5. H 0.29
6. H 0.26

---

No. 5
# C17H27NO3

One molecule with the formula C17H27NO3 (the ωB97M-V functional and the def2-TZVPD basis, the Open Molecules 2025 dataset).

Geometry as ORCA input:
```
! RIJCOSX wB97M-V def2-TZVPD def2/J DEFGRID3
* xyz 0 1
C -7.2372 -1.0520 -1.2457
H -7.4887 -2.0731 -1.5291
O -5.9202 -1.1059 -0.7563
C -5.3421 0.0505 -0.3182
C -5.9513 1.2966 -0.3210
C -5.2454 2.3918 0.1562
C -3.9595 2.2615 0.6282
C -3.3405 1.0075 0.6323
C -4.0372 -0.0911 0.1561
H -3.6165 -1.0827 0.1341
O -2.0785 0.9824 1.1398
C -1.3360 -0.2201 1.1243
C -0.7493 -0.5226 -0.2577
C 0.0671 -1.8207 -0.2916
C 1.5778 -1.6185 -0.1675
C 2.0233 -1.0526 1.1774
C 3.5479 -0.9773 1.2689
N 4.1221 -0.1852 0.1949
C 3.9358 1.2435 0.3823
C 4.4717 1.9840 -0.8424
H 4.3948 3.0640 -0.7053
O 5.8353 1.7082 -1.0579
C 6.0336 0.3235 -1.2145
C 5.5364 -0.4546 0.0038
H 5.6748 -1.5240 -0.1702
H 6.1301 -0.1589 0.8880
H 7.1066 0.1801 -1.3532
H 5.4969 -0.0311 -2.1076
H 3.8878 1.6838 -1.7260
H 2.8732 1.4611 0.4920
H 4.4659 1.6019 1.2841
H 3.8401 -0.5863 2.2604
H 3.9512 -1.9896 1.1780
H 1.6630 -1.6917 1.9866
H 1.5991 -0.0596 1.3213
H 2.0672 -2.5839 -0.3164
H 1.9253 -0.9519 -0.9575
H -0.1205 -2.3280 -1.2400
H -0.2754 -2.4857 0.5049
H -1.5768 -0.5879 -0.9668
H -0.1274 0.3196 -0.5658
H -1.9501 -1.0594 1.4732
H -0.5392 -0.0572 1.8537
H -3.4085 3.1088 1.0026
H -5.7178 3.3628 0.1557
H -6.9569 1.4310 -0.6848
H -7.3138 -0.4039 -2.1249
H -7.9380 -0.7071 -0.4785
*
```

Summary:
E_HOMO: -8.2 eV
Gap between HOMO and LUMO: 9.130 eV
Total energy: -25698.6667 eV
ΔE to the lowest compared entry with this formula, charge and spin: 2.089 eV
SMILES: COc1cccc(OCCCCCCN2CCOCC2)c1
LUMO energy: 0.898 eV

These are the Mulliken partial charges, in e, on atoms 1 to 6:
1. C -0.88
2. H 0.25
3. O -0.38
4. C 0.12
5. C -0.63
6. C -0.56

---

No. 6
# C16H41BN2O8Si2

C16H41BN2O8Si2 as an isolated structure (the ωB97M-V functional and the def2-TZVPD basis, the Open Molecules 2025 dataset).

Geometry as ORCA input:
```
! RIJCOSX wB97M-V def2-TZVPD def2/J DEFGRID3
* xyz 0 1
C 1.7814 -1.4253 3.3782
C 1.9774 -2.0984 2.0204
C 1.0940 -3.3365 1.8683
O -0.2270 -3.0427 1.4567
C -0.3789 -2.6927 0.0828
Si -1.2842 -1.0489 -0.2065
C -0.5012 -0.2625 -1.7251
N -1.3760 0.7147 -2.4078
C -3.0957 -1.3014 -0.6018
C -4.0572 -1.8211 0.4812
C -3.3937 -2.6461 1.5781
O -4.7017 -0.6666 1.0537
O -1.0495 -0.0969 1.1285
Si -1.9306 1.2408 1.5790
C -0.7743 2.6955 1.6936
C -0.1081 3.0256 0.3383
C 1.4346 3.0159 0.3627
N 2.0502 1.8520 1.0005
C -2.8022 0.9585 3.1927
B -4.0917 1.8659 3.3601
O -4.9419 2.0903 2.3066
O -4.4324 2.5003 4.5300
H 2.1302 -2.0739 4.1871
H 2.3375 -0.4885 3.4469
H 0.7213 -1.2106 3.5427
H 1.7458 -1.3914 1.2171
H 3.0271 -2.3819 1.8816
H 1.5521 -4.0664 1.1839
H 0.9780 -3.8239 2.8419
H 0.5931 -2.6566 -0.4342
H -0.9351 -3.5162 -0.3923
H 0.4460 0.2075 -1.4408
H -0.2100 -1.0786 -2.4061
H -1.6445 0.3909 -3.3260
H -0.9143 1.6035 -2.5388
H -3.4653 -0.3358 -0.9650
H -3.1335 -1.9740 -1.4701
H -4.8206 -2.4525 0.0078
H -4.1370 -3.0434 2.2773
H -2.8613 -3.4984 1.1432
H -2.6656 -2.0528 2.1352
H -5.4491 -0.9568 1.5853
H -2.8828 1.5030 0.4784
H -1.3502 3.5437 2.0821
H -0.0105 2.4620 2.4473
H -0.4316 4.0145 -0.0033
H -0.4468 2.3234 -0.4327
H 1.7855 3.9205 0.8711
H 1.7965 3.0878 -0.6716
H 1.4267 1.0541 1.0125
H 2.3189 2.0582 1.9493
H -2.0655 1.1526 3.9864
H -3.0942 -0.0947 3.2763
H -4.7363 1.5355 1.5450
H -3.8633 2.2583 5.2624
C 3.5288 -0.5883 -1.9511
C 3.2727 0.8337 -2.4052
O 4.2407 1.2496 -3.3865
C 4.0119 0.8146 -4.6213
O 3.0671 0.1602 -4.9834
O 5.0016 1.2387 -5.4054
C 4.8850 0.8414 -6.7757
H 4.5526 -0.6864 -1.5890
H 2.8562 -0.8405 -1.1331
H 3.3697 -1.2938 -2.7663
H 3.4031 1.5246 -1.5741
H 2.2713 0.9536 -2.8201
H 3.9171 1.1333 -7.1775
H 5.0010 -0.2371 -6.8697
H 5.6887 1.3571 -7.2913
*
```

Summary:
E_HOMO: -8.8 eV
Gap between HOMO and LUMO: 9.405 eV
Total energy: -53055.2412 eV
LUMO energy: 0.569 eV

These are the Mulliken partial charges, in e, on atoms 1 to 6:
1. C -1.31
2. C 0.82
3. C -0.74
4. O -0.38
5. C -0.89
6. Si -0.22